1.
C6H13O6PS | wB97M-V/def2-TZVPD

```
! wB97M-V def2-TZVPD RIJCOSX def2/J DEFGRID3
* xyz -2 1
S -0.318 -0.981 1.979
P -1.513 -2.293 0.057
O 0.747 -1.802 2.522
O -1.121 -0.224 2.920
O 0.882 0.597 1.782
O -2.913 -2.186 -0.466
O -1.488 -2.311 1.685
O -0.611 -3.327 -0.543
C 1.996 0.749 1.200
C 1.330 2.119 -1.740
C -0.626 -0.651 0.190
C -2.076 0.732 -1.301
C -1.508 0.557 0.105
C 2.717 -0.541 0.730
H 0.331 2.519 -1.840
H 1.462 1.284 -2.414
H 2.057 2.892 -1.972
H -0.958 1.448 0.425
H 2.146 -1.453 0.880
H 0.312 -0.562 -0.347
H 2.996 -0.432 -0.322
H -2.746 1.593 -1.346
H 1.487 1.782 -0.718
H 3.643 -0.606 1.309
H -2.326 0.393 0.811
H -1.276 0.870 -2.027
H -2.627 -0.168 -1.559
*
```

Properties
- orbital gap (eV) = 5.93
- ΔE to the lowest compared entry with this formula, charge and spin (kcal/mol) = 53.4
- LUMO energy (eV) = 5.82

These are the Mulliken partial charges, in e, on atoms 1 to 4: atom 1 (S): 1.313, atom 2 (P): 0.800, atom 3 (O): -0.749, atom 4 (O): -0.772

=====

2.
C6H13P | wB97M-V/def2-TZVPD

```
! wB97M-V def2-TZVPD RIJCOSX def2/J DEFGRID3
* xyz 0 1
P 0.984 -1.788 -0.413
C -1.561 2.067 -2.342
C 1.354 -0.374 0.363
C -2.652 1.353 -2.253
C 2.217 0.735 -0.272
C -0.589 -3.192 1.787
C 0.807 0.083 1.633
H -1.442 3.208 -2.305
H -0.616 -4.038 1.215
H 1.613 0.200 2.353
H -3.650 1.740 -2.359
H 2.551 0.456 -1.249
H 3.194 0.956 0.350
H 1.627 1.655 -0.373
H 0.151 -0.588 2.350
H -2.594 0.285 -2.150
H 0.426 1.157 1.482
H -0.635 1.561 -2.122
H 0.155 -3.051 2.608
H -1.341 -2.425 1.696
*
```

Properties
- orbital gap (spin up / spin down) (eV) = 8.08 / 8.21
- ΔE to the lowest compared entry with this formula, charge and spin (kcal/mol) = 113.1
- LUMO energy (spin up / spin down) (eV) = 0.21 / -0.30

These are the Mulliken partial charges, in e, on atoms 1 to 4: atom 1 (P): -0.068, atom 2 (C): -0.348, atom 3 (C): 0.612, atom 4 (C): -0.482

=====

3.
C6H13P | wB97M-V/def2-TZVPD

```
! wB97M-V def2-TZVPD RIJCOSX def2/J DEFGRID3
* xyz 0 1
P 2.916 3.328 -2.106
C 0.195 -0.228 0.617
C -1.622 -1.922 1.088
C -0.173 1.010 0.885
C -0.932 -1.039 0.077
C 2.038 3.138 -0.718
C -0.524 -2.013 -1.073
H -1.218 1.327 0.766
H 1.149 -0.707 0.721
H -0.430 -1.329 -1.995
H 0.484 -2.499 -1.081
H 2.222 2.526 0.142
H 0.423 1.697 1.325
H 3.680 2.221 -2.079
H -2.395 -2.504 0.642
H -1.034 -2.585 1.604
H -1.771 -0.405 -0.307
H -2.071 -1.317 1.966
H -1.189 -2.917 -1.136
H 1.149 3.923 -0.598
*
```

Properties
- orbital gap (eV) = 9.73
- ΔE to the lowest compared entry with this formula, charge and spin (kcal/mol) = 65.2
- LUMO energy (eV) = 0.26

These are the Mulliken partial charges, in e, on atoms 1 to 4: atom 1 (P): -0.090, atom 2 (C): -0.183, atom 3 (C): -1.620, atom 4 (C): -1.032

=====

4.
C6H13P | wB97M-V/def2-TZVPD

```
! wB97M-V def2-TZVPD RIJCOSX def2/J DEFGRID3
* xyz 0 3
P -2.605 -0.175 0.044
C 0.097 -0.960 0.604
C 0.200 0.506 0.081
C 1.269 -1.873 0.349
C 1.297 1.010 -0.750
C -0.267 1.585 0.881
C -0.964 -0.273 -0.638
H 2.203 -1.350 0.525
H -0.481 -0.971 1.463
H -2.964 -1.248 -0.660
H 1.087 -2.806 0.753
H -0.340 2.595 0.498
H 0.577 1.669 1.709
H 1.003 1.838 -1.425
H 2.157 1.241 -0.221
H -3.016 0.743 -0.959
H 1.279 -2.143 -0.676
H -1.249 1.256 1.320
H 1.469 0.235 -1.482
H -0.751 -0.877 -1.418
*
```

Properties
- orbital gap (spin up / spin down) (eV) = 4.56 / 7.80
- ΔE to the lowest compared entry with this formula, charge and spin (kcal/mol) = 79.0
- LUMO energy (spin up / spin down) (eV) = 1.01 / -1.92

These are the Mulliken partial charges, in e, on atoms 1 to 4: atom 1 (P): -0.159, atom 2 (C): -0.692, atom 3 (C): 2.076, atom 4 (C): -1.425

=====

5.
C6H13S | wB97M-V/def2-TZVPD

```
! wB97M-V def2-TZVPD RIJCOSX def2/J DEFGRID3
* xyz -1 1
S -0.312 -0.849 -1.098
C 1.197 0.815 1.752
C -0.148 1.068 2.351
C 0.024 -1.449 -3.802
C -0.492 0.716 3.585
C 0.794 -1.196 -2.497
C -1.116 1.774 1.451
H -1.289 1.168 0.556
H 0.164 0.141 4.228
H -0.716 2.726 1.087
H -0.835 -2.071 -3.551
H 1.458 -0.341 -2.629
H 1.092 0.251 0.811
H 1.839 0.240 2.423
H 1.669 1.777 1.530
H 1.417 -2.068 -2.279
H 0.608 -1.902 -4.610
H -2.075 1.970 1.928
H -0.390 -0.493 -4.141
H -1.493 0.901 3.960
*
```

Properties
- orbital gap (eV) = 6.27
- ΔE to the lowest compared entry with this formula, charge and spin (kcal/mol) = 0.0
- LUMO energy (eV) = 3.83

These are the Mulliken partial charges, in e, on atoms 1 to 4: atom 1 (S): -0.682, atom 2 (C): -0.886, atom 3 (C): 0.878, atom 4 (C): -1.015

=====

6.
C6H14 | wB97M-V/def2-TZVPD

```
! wB97M-V def2-TZVPD RIJCOSX def2/J DEFGRID3
* xyz -1 2
C 1.631 1.195 0.394
C -0.199 -1.836 -0.488
C 0.146 0.585 -0.124
C 2.708 0.144 0.458
C -1.323 0.811 -0.125
C 0.621 -0.596 -0.935
H -1.142 -1.681 -1.005
H -0.522 -1.525 0.602
H 2.885 -0.275 1.469
H -0.227 0.232 0.773
H -1.529 1.582 -0.815
H 1.842 2.078 -0.244
H 1.883 -0.751 -0.396
H 3.544 0.350 -0.139
H 0.228 -2.831 -0.540
H -5.586 0.049 0.622
H -1.901 0.933 0.774
H 0.603 -0.443 -2.080
H -5.031 0.397 0.373
H 1.369 1.582 1.425
*
```

Properties
- orbital gap (spin up / spin down) (eV) = 6.13 / 5.67
- ΔE to the lowest compared entry with this formula, charge and spin (kcal/mol) = 152.1
- LUMO energy (spin up / spin down) (eV) = 4.53 / 4.30

These are the Mulliken partial charges, in e, on atoms 1 to 4: atom 1 (C): -0.726, atom 2 (C): -1.219, atom 3 (C): -0.162, atom 4 (C): -0.906

=====

7.
C6H14 | wB97M-V/def2-TZVPD

```
! wB97M-V def2-TZVPD RIJCOSX def2/J DEFGRID3
* xyz 0 1
C -2.390 -0.432 0.371
C 2.599 0.031 -0.384
C -0.040 1.439 -0.398
C 1.264 -0.669 -0.353
C -1.197 -0.884 -0.477
C 0.073 -0.064 -0.366
H -2.182 -0.527 1.441
H -0.165 1.760 -1.440
H -0.957 -1.927 -0.234
H 0.860 1.919 0.000
H -1.490 -0.875 -1.537
H 3.400 -0.695 -0.542
H 2.638 0.760 -1.202
H 2.828 0.575 0.543
H -0.058 0.132 2.487
H -2.670 0.607 0.171
H -3.267 -1.047 0.147
H 0.363 -0.169 1.949
H 1.282 -1.759 -0.347
H -0.891 1.827 0.174
*
```

Properties
- orbital gap (eV) = 9.91
- ΔE to the lowest compared entry with this formula, charge and spin (kcal/mol) = 39.3
- LUMO energy (eV) = 1.16

These are the Mulliken partial charges, in e, on atoms 1 to 4: atom 1 (C): -1.157, atom 2 (C): -1.283, atom 3 (C): -1.375, atom 4 (C): 0.057

=====

8.
C6H14 | wB97M-V/def2-TZVPD

```
! wB97M-V def2-TZVPD RIJCOSX def2/J DEFGRID3
* xyz 0 1
C -1.893 0.367 0.211
C -0.591 -0.250 -0.272
C -3.124 -0.289 -0.401
C 0.628 0.465 0.282
C 1.876 -0.159 -0.256
C 3.185 0.271 0.403
H -1.936 0.299 1.306
H 1.992 -0.202 -1.333
H -4.044 0.177 -0.035
H -3.165 -1.357 -0.155
H -0.545 -1.316 0.004
H 2.936 -0.828 0.567
H 0.605 1.533 0.037
H -0.544 -0.220 -1.371
H -1.886 1.439 -0.030
H 1.722 -1.408 0.020
H -3.112 -0.200 -1.494
H 3.164 0.840 1.340
H 4.083 0.437 -0.206
H 0.652 0.402 1.383
*
```

Properties
- orbital gap (eV) = 10.19
- ΔE to the lowest compared entry with this formula, charge and spin (kcal/mol) = 62.3
- LUMO energy (eV) = 1.19

These are the Mulliken partial charges, in e, on atoms 1 to 4: atom 1 (C): -0.361, atom 2 (C): -0.652, atom 3 (C): -1.255, atom 4 (C): -0.516

=====

9.
C6H14 | wB97M-V/def2-TZVPD

```
! wB97M-V def2-TZVPD RIJCOSX def2/J DEFGRID3
* xyz 0 1
C -0.020 0.195 -0.436
C -1.382 -0.381 -0.765
C 2.522 -0.079 -0.559
C 1.088 -0.492 -0.741
C -2.347 -0.554 0.412
C -0.023 1.567 0.189
H -1.943 -1.232 1.172
H 2.959 0.250 -1.510
H 0.981 1.951 0.387
H 2.640 0.736 0.160
H -1.865 0.270 -1.507
H 3.137 -0.917 -0.211
H 0.952 -1.476 -1.192
H -0.532 2.291 -0.460
H -1.250 -1.350 -1.259
H -2.569 0.399 0.904
H -3.297 -0.972 0.062
H -0.572 1.570 1.138
H 0.545 -0.799 1.908
H 0.986 -1.068 2.446
*
```

Properties
- orbital gap (eV) = 10.01
- ΔE to the lowest compared entry with this formula, charge and spin (kcal/mol) = 35.9
- LUMO energy (eV) = 1.17

These are the Mulliken partial charges, in e, on atoms 1 to 4: atom 1 (C): 0.732, atom 2 (C): -0.492, atom 3 (C): -1.209, atom 4 (C): -0.279

=====

10.
C6H14 | wB97M-V/def2-TZVPD

```
! wB97M-V def2-TZVPD RIJCOSX def2/J DEFGRID3
* xyz 0 1
C 1.695 0.197 0.433
C -0.174 -1.368 1.288
C 0.239 0.102 1.021
C -0.376 -0.307 -1.741
C -0.856 1.045 0.452
C -0.825 1.067 -1.246
H -1.743 1.424 -1.820
H 0.330 0.449 2.043
H -0.030 -1.027 -0.969
H 1.973 -0.821 0.373
H 2.361 0.625 1.210
H 0.601 -1.934 1.869
H -1.893 0.668 0.580
H -0.458 -2.148 0.509
H -0.031 1.853 -1.419
H -1.148 -1.649 1.886
H -0.695 2.044 0.622
H 0.448 -0.209 -2.393
H -1.059 -0.931 -2.329
H 1.642 0.923 -0.370
*
```

Properties
- orbital gap (eV) = 10.90
- ΔE to the lowest compared entry with this formula, charge and spin (kcal/mol) = 56.0
- LUMO energy (eV) = 1.09

These are the Mulliken partial charges, in e, on atoms 1 to 4: atom 1 (C): -1.358, atom 2 (C): -1.477, atom 3 (C): 0.596, atom 4 (C): -0.681